# 1
The following is a DFT calculation (ωB97M-V/def2-TZVPD) of 8 unconnected molecules or ions with the total composition C51H113N5O11.

Its LUMO energy is 0.0129 Ha. The energy above the lowest of the compared OMol25 structures with the same formula, charge and spin is 1.7232 eV. The HOMO-LUMO gap comes out at 8.74 eV.

Geometry as ORCA input:
```
! wB97M-V def2-TZVPD RIJCOSX def2/J DEFGRID3
* xyz 0 1
C -22.58955 -25.85260 6.36575
H -21.48920 -25.72983 8.84617
H -18.21674 -11.95757 9.26123
C -17.81492 -17.94828 11.10186
O -22.75923 -16.25409 14.98905
H -22.91142 -26.05774 5.33869
C -12.91341 -14.46823 11.61465
C -14.34906 -20.78376 9.66803
H -19.65227 -23.56139 14.73613
H -20.87747 -22.70845 9.23183
O -16.75415 -20.76605 10.06595
H -19.77112 -22.18958 16.09099
H -13.74541 -11.89655 9.58919
H -19.17646 -15.88546 19.05328
C -13.08030 -15.17453 12.93313
H -21.07535 -24.75200 5.00923
H -17.98160 -16.33191 20.32096
H -13.68146 -13.73184 11.48636
H -15.37040 -12.13985 20.29617
H -19.19538 -14.09660 6.91124
H -11.93791 -13.93529 11.45648
H -24.81765 -24.18314 6.40041
C -17.29952 -21.57500 14.64984
H -23.54494 -16.41695 14.38798
C -15.47719 -13.03620 17.62269
C -19.69284 -21.14637 15.67242
H -14.15157 -21.94105 9.89234
C -16.37495 -13.93755 16.70969
H -12.97533 -15.16657 10.79689
C -17.53926 -14.43149 17.52041
H -15.78938 -16.48884 14.63702
H -17.67763 -15.07178 6.89024
C -21.84076 -24.77336 9.21710
H -11.45583 -13.95283 13.66798
H -19.71387 -18.10355 12.12986
C -11.63735 -17.11199 15.29332
N -15.97350 -12.92769 7.14885
C -13.97602 -17.63036 14.25434
C -14.75389 -16.28407 14.46527
H -10.48137 -16.07306 13.38014
H -16.79177 -19.95254 10.62474
H -15.49791 -13.55723 10.60041
C -14.55567 -12.81263 19.93901
C -17.35930 -12.89831 5.15162
H -21.67671 -14.73244 13.92434
H -19.53819 -15.37297 15.01510
H -15.74575 -19.60985 8.62718
C -22.69804 -24.36889 6.87959
N -16.16592 -14.54115 19.50462
H -15.45726 -14.72572 9.19791
C -13.86472 -14.80644 18.52636
H -19.78233 -24.03843 9.58462
H -18.50633 -19.41336 12.57681
H -16.87220 -13.82576 4.86695
H -19.01863 -11.41917 6.83571
C -19.62868 -23.42546 13.61404
H -15.09745 -14.47332 13.23325
H -18.07388 -10.23215 8.97071
H -19.65554 -25.54812 6.17335
C -19.46311 -21.96592 13.29908
H -11.95189 -16.20730 15.77970
H -14.92124 -15.94289 12.36364
H -16.71861 -12.21334 4.59264
C -15.50491 -12.67988 8.57404
H -14.43632 -15.66215 15.33083
H -12.06613 -19.01831 12.52468
C -20.25073 -21.11367 14.24294
H -13.89234 -11.70455 7.87696
C -11.89907 -18.89049 13.55879
H -15.91555 -21.44118 8.38058
H -23.90228 -22.63301 6.22390
C -16.98898 -22.94622 15.20011
H -15.70482 -16.59166 17.76301
O -17.36102 -22.57040 12.54825
H -16.91222 -13.90867 9.72255
H -13.72006 -12.14019 19.67007
H -14.19316 -18.34217 15.13628
H -14.14991 -15.39903 17.72288
H -18.51022 -18.09450 14.28459
H -14.24515 -13.30120 20.88660
H -22.08337 -24.76340 10.28609
C -23.00470 -24.33720 8.35406
H -17.83839 -23.69760 15.07067
O -15.34444 -14.19234 6.74970
H -20.31468 -20.69149 11.66327
H -14.14189 -20.23443 10.64303
H -13.62312 -15.42703 19.39310
C -17.40210 -12.93165 6.73344
C -20.68222 -23.79156 8.94552
H -12.59382 -14.57910 15.05464
H -18.63134 -14.61865 20.19430
H -10.59829 -17.18896 14.99684
H -23.26316 -26.47943 6.99027
H -19.88814 -25.92291 7.89311
H -15.70256 -10.58763 8.24838
C -16.69472 -16.68407 18.14794
C -17.67132 -11.21210 8.62496
H -18.13045 -19.69691 15.25793
H -11.81340 -17.92463 16.06468
H -21.28955 -21.47366 14.16899
H -19.38700 -22.04776 11.12002
H -20.11293 -21.76812 7.15689
C -14.56287 -15.42202 13.20731
O -13.37571 -20.42665 8.75672
H -14.88881 -13.99421 5.96733
H -13.27952 -19.46751 8.87337
H -20.25534 -20.44189 16.33231
H -16.99699 -22.15342 11.76607
H -17.44923 -16.99981 17.42840
H -15.78309 -14.95531 21.43767
H -18.82959 -24.07702 13.30326
H -15.93884 -11.07183 9.95564
N -18.01872 -21.60576 13.34317
H -13.35095 -13.25037 8.42940
H -17.98975 -16.87381 10.97871
H -23.83776 -25.03393 8.48555
C -20.25608 -23.80888 7.43216
C -18.67436 -18.37634 12.30742
C -16.19808 -11.31683 8.90274
C -21.63106 -15.75287 14.31638
H -18.40157 -12.81139 4.76873
C -14.97150 -13.86208 18.83176
C -18.30789 -15.52940 19.64827
O -16.45008 -18.35445 11.25670
H -19.05478 -22.56960 6.09513
C -23.86169 -23.71782 6.06703
H -18.07890 -13.47425 17.82283
H -12.29521 -19.66256 14.14820
H -17.99132 -14.09263 8.33783
H -18.26977 -15.10662 17.06247
H -20.98593 -22.28729 11.76401
H -20.55166 -23.81533 13.15326
H -13.15090 -13.32263 14.05528
O -18.24618 -17.68000 13.46771
H -15.54474 -20.92000 15.60873
H -15.82930 -14.70407 16.25285
H -16.18862 -23.27649 14.58624
C -19.54903 -25.11388 7.21294
H -20.91892 -17.70015 16.01584
H -16.65232 -17.44746 18.92121
C -14.00999 -12.43009 8.64244
H -16.09490 -18.09686 12.09451
H -15.39176 -21.32922 13.80778
C -18.22168 -20.71579 15.62775
O -21.07414 -23.77626 5.23453
H -16.61997 -22.87228 16.23327
C -15.84239 -13.76682 9.59757
C -17.11301 -15.33260 18.70960
O -20.18861 -17.17516 15.70087
C -17.98129 -11.51116 7.13551
C -12.47941 -17.49098 13.95309
C -18.16149 -14.16980 7.21717
H -14.65434 -12.56858 17.04461
H -21.61276 -26.33369 6.51156
H -18.46390 -25.03877 7.34147
O -10.94083 -16.28530 12.54761
H -16.03664 -19.69621 14.38904
C -20.46577 -15.85141 15.35761
H -23.76764 -23.87932 4.97258
H -21.35728 -16.39893 13.53427
C -15.91383 -20.74696 14.58462
H -20.70400 -15.27399 16.27069
C -12.50161 -14.17388 13.98870
H -20.16048 -20.07102 13.89021
C -15.71398 -20.66277 9.03648
N -12.31860 -16.51260 12.83459
N -21.44376 -23.65715 6.61280
C -19.40373 -22.57323 7.10921
H -14.35185 -18.25251 13.40022
H -23.37815 -23.32650 8.42712
H -18.17242 -18.49559 10.22548
H -18.63333 -22.24150 7.83167
O -15.68860 -15.40370 20.57533
H -17.44024 -10.80705 6.47618
H -16.83426 -13.35054 15.89072
H -12.95884 -14.30812 18.18747
H -10.84901 -18.91392 13.56298
H -16.16003 -12.24568 18.05651
H -17.83052 -20.69616 16.67612
C -20.07262 -21.71429 11.86123
*
```

# 2
The following is a DFT calculation (ωB97M-V/def2-TZVPD) of a molecular structure, C51H116Br3O35P5.

Its LUMO energy is -0.0119 Ha. The HOMO-LUMO gap comes out at 9.95 eV.

Geometry as ORCA input:
```
! wB97M-V def2-TZVPD RIJCOSX def2/J DEFGRID3
* xyz 0 1
C 8.13433 -0.86271 -0.15606
C -6.91685 1.77452 -1.64130
C -0.37005 -4.22751 -6.77539
O 0.94267 1.96832 1.28002
H 8.56604 -1.80124 0.22236
C -5.40391 2.69126 3.91598
P 2.98501 -7.81687 4.17609
H 4.32845 0.90029 2.43083
H -3.47099 2.87834 0.33163
C -5.63426 9.98700 4.39190
C 3.48889 5.17937 -3.56980
H 3.53753 4.65850 -2.61371
C -3.58338 -1.27392 4.49528
O -3.37745 -1.50112 5.66731
H -3.32867 5.42607 2.55332
O -4.64914 8.27363 2.95109
H -4.68234 1.91191 3.85939
H -2.43059 -0.84495 -4.35549
C -7.06203 1.34410 -0.25179
H -0.81841 -1.44594 -3.95159
O 4.40749 6.43496 -0.48724
H 6.59809 -1.07576 1.35163
H -4.70215 9.75381 4.87034
H -0.58713 -5.68057 -0.87651
C 1.93609 3.34287 -0.54453
H 0.02374 -7.51063 -6.99037
C 1.24291 -2.24549 -0.30764
H 1.16296 -4.88052 6.30367
H 2.48548 0.49172 -4.05135
H 3.39721 -5.30261 0.90426
H 6.32503 2.53998 -3.80852
H 4.75521 2.86182 4.11877
H 1.17565 -7.07085 2.18486
H -1.67496 -4.72368 -3.49983
H 3.51051 -5.45796 5.79619
C -0.58776 -8.04774 -6.26348
H -3.66389 7.52085 1.25861
H -1.37273 -3.04081 2.17808
C 1.96275 -6.30490 2.26940
O 6.76017 0.93219 0.84100
C -1.37437 -1.56487 3.85722
C -5.02704 -3.05140 -0.81692
H -0.26902 -4.01073 -1.55110
O 0.32395 -0.47306 1.32180
H -5.67989 -2.35678 -1.29919
H 2.13699 -1.56304 1.56597
H 1.29808 -0.63295 -4.71286
H -0.05493 3.55925 0.41999
O 1.42111 4.11951 -6.17533
O -5.77760 3.07319 2.53841
C -6.48155 2.13384 1.91704
O 1.97469 -8.97966 3.78053
C 4.19022 1.93978 2.13045
C -5.91711 -1.26184 4.66038
H -0.15333 -3.15392 3.42128
H -2.27757 2.35418 -3.62768
C -4.24357 7.20048 2.10353
H 6.07443 2.49855 3.03793
O -2.21951 -2.10132 -2.70431
Br -1.02410 1.91061 6.15267
H 0.45936 -1.86392 -0.96547
H -2.38245 6.75514 3.21488
H -1.29957 -1.63234 4.98364
C 5.70863 1.61121 -3.80881
H 0.68852 -2.29103 -6.98552
H -2.70125 4.73481 -4.35199
H 1.71192 -5.37376 0.32322
O 1.08443 2.73679 -4.06253
O -5.33246 10.31337 2.97831
H 7.55247 -0.98564 -1.05266
C -1.72273 -1.04235 -3.54053
P 0.68809 4.03235 -4.86079
H -0.59142 -9.94344 -7.20414
H -0.61252 -2.20899 -5.96841
H 3.72084 4.46435 -4.36063
C -3.40391 -1.88021 -2.18161
H 0.08982 6.60537 -2.00971
H 1.25210 7.62136 0.72120
C 2.81234 -6.22227 6.26786
O -3.80999 -3.06407 -1.60484
O -0.92523 4.06762 -4.99746
P 0.29807 -6.01570 -4.98914
H -5.46211 -4.01211 -0.94613
H 4.25910 5.95740 -3.63254
H -0.62992 -0.88018 3.48910
H 1.81309 4.41483 -0.75903
P -0.09217 0.93095 0.70348
H -1.34784 -4.17984 -7.25580
H -6.00698 10.94279 4.82502
H -1.74983 -3.69656 3.86669
C -1.13168 -5.44100 -2.86911
H -2.96666 3.55624 -2.52740
C 0.18239 -2.88140 -6.27607
P 5.40395 0.95222 0.05693
C 4.85178 1.57009 -2.51728
C 3.17269 6.59719 -0.00323
H 1.09984 0.05057 -3.02415
H 0.44428 -4.71550 -7.33780
C -4.76068 -2.62570 0.57915
H 1.12133 8.74287 -0.67335
H -1.63903 -6.40315 -2.83893
O -3.96377 -0.81393 -2.12255
H 2.72672 -6.79651 0.27178
C 5.05019 2.81663 3.03761
H -0.82222 7.22390 -0.63401
C -0.24215 -9.52063 -6.25405
H 1.70053 -5.45251 2.88890
H 1.18369 2.35993 6.89811
H -8.07944 0.98980 -0.05106
H -4.94669 3.60500 4.29203
H 3.11331 -10.61498 4.59826
O 5.76764 1.53796 -1.37144
H -0.34302 1.40545 -4.55432
H -7.59968 2.58358 -1.93114
H -1.83856 -4.49700 -1.05147
H -6.21632 2.24675 4.45970
H 6.27667 5.59279 0.00447
H -5.89136 2.22373 -1.71410
O 1.61545 -5.86331 -5.58407
H 2.18865 -0.47257 0.24754
H 5.05245 1.53073 -4.66864
H -0.74763 -10.06709 -5.46374
O 1.00724 5.11601 -3.73306
H -1.48892 -0.16613 -2.89651
H 5.33856 6.01725 1.38954
O -2.63081 -1.02195 3.59365
H 0.81697 -9.79271 -6.12535
H -2.68560 -0.10932 0.79731
C 2.19158 5.94853 -3.86736
O 2.76889 6.21017 1.08345
H 3.43296 -11.88042 2.60212
H -3.33562 1.06161 1.98216
H 4.17744 2.45354 -2.51869
H 1.49604 -10.98022 3.87243
H 4.83364 4.62699 0.37110
H 5.03820 3.85789 2.74954
C -3.38013 6.34209 3.03409
O -0.78037 -5.05005 -5.60630
C 1.49435 -1.13122 0.76918
H -6.60408 -1.98878 4.28330
H -1.26693 5.21664 -3.30935
C -3.30333 1.83524 0.04867
O -0.36593 -7.45924 -4.94714
Br 1.50183 3.63976 4.83235
C -1.76719 4.39293 -3.91380
H 0.90833 -2.98991 -5.47947
C 0.90038 2.12059 5.89284
H 1.03213 -6.08515 7.44673
C -4.90465 9.33992 2.18617
O 0.19700 -5.68089 -3.47753
O 2.14320 -7.08047 5.28683
Br 1.89359 0.60061 5.36723
H 8.98060 -0.20653 -0.24068
H 1.30038 3.88680 1.45106
H -6.31443 9.15578 4.50280
H -4.02853 -3.32034 1.01386
H 3.13071 2.13303 2.14868
H 0.18027 5.78081 -0.53208
O 4.29206 -8.37097 4.54997
C 3.19570 -10.81874 2.55072
H -2.79968 1.68033 -0.89385
H 0.96106 1.55257 -5.72532
C 7.33036 -0.36513 1.05883
O -6.81371 2.47654 0.62340
C 1.14713 7.72027 -0.34773
O 2.44680 7.34654 -0.89528
H -1.31533 2.96790 -2.28588
H 3.45551 -6.87498 6.85987
H 2.24713 6.38244 -4.83778
H -5.71406 -1.42324 5.69095
H -1.57246 -7.79319 -6.56510
C 1.73976 -5.44453 7.00695
C 0.73787 1.47664 -4.66640
C 1.38437 0.25587 -4.06470
C 2.47010 -5.93037 0.87431
H 2.16596 -2.36187 -0.86750
H 2.01649 6.68714 -3.12993
H -5.59201 -2.68862 1.29563
O -6.75807 1.04956 2.42853
H -7.02964 0.96904 -2.36277
C 5.25677 5.60447 0.39261
H 8.04387 -0.21070 1.87343
H -5.13082 6.67566 1.67991
C -1.21565 -2.99387 3.26526
C -0.93094 -4.88356 -1.53974
O 3.13621 -6.88368 2.93314
H -6.44562 0.49614 -0.05756
H 2.13927 -4.73516 7.72954
H 6.36250 0.72824 -3.92324
H -4.27990 -1.65824 0.82681
H 0.98910 -3.23379 0.15676
C 2.43637 -10.38539 3.77669
O 4.63354 2.12490 0.79331
H 4.21834 -10.42643 2.48223
C -2.68437 0.94448 1.11799
O -4.81401 9.48886 0.99812
C -2.06733 3.22725 -3.06730
H 2.99258 3.11035 -0.35406
O -4.72856 -1.08195 3.87679
H -6.48753 -0.35145 4.62036
O 4.57746 -0.28670 -0.01469
O -1.35709 1.32134 1.55967
O -0.29544 0.95139 -0.80410
H -4.31862 1.42948 0.00373
H 1.66766 2.73403 -1.41702
C 0.97850 3.23153 0.63802
H -3.85044 6.27401 3.99062
C 0.11699 6.81070 -0.91117
H 4.24665 0.67601 -2.50017
H 2.74697 -10.69556 1.59002
*
```